# C20H60O10S10

A cluster of 10 separate species, C20H60O10S10 in total in a non-equilibrium geometry (the ωB97M-V functional and the def2-TZVPD basis, the OMol25 dataset).

## Properties
* orbital gap: 8.08 eV
* ΔE to the lowest compared entry with this formula, charge and spin: 107.6 kcal per mole
* energy: -5531.80120 Ha

The geometry in XYZ format:
```
100
C20H60O10S10 | the OMol25 dataset | the ωB97M-V functional and the def2-TZVPD basis
C -2.060 -5.672 2.107
S -3.517 -4.599 2.447
O -3.197 -3.779 3.689
C -3.004 -3.504 1.039
H -1.211 -4.990 2.155
H -2.083 -6.089 1.100
H -2.055 -6.341 2.968
H -3.035 -3.945 0.043
H -2.051 -3.067 1.337
H -3.664 -2.638 0.987
C 0.992 -2.457 4.206
S 0.389 -1.036 5.182
O 0.540 -1.427 6.649
C -1.437 -1.236 4.868
H 0.390 -3.352 4.359
H 2.036 -2.709 4.392
H 0.990 -2.208 3.144
H -1.424 -1.168 3.780
H -2.007 -0.473 5.398
H -1.866 -2.179 5.207
C -1.676 3.141 6.096
S -0.694 4.040 4.871
O 0.674 4.302 5.506
C -0.551 2.786 3.523
H -1.256 2.322 6.681
H -2.542 2.795 5.533
H -1.866 3.863 6.891
H -0.113 1.875 3.930
H 0.185 3.164 2.813
H -1.585 2.664 3.202
C 3.645 3.928 1.877
S 5.163 4.691 1.168
O 6.392 4.116 1.953
C 4.897 6.472 1.576
H 3.670 4.199 2.932
H 3.861 2.861 1.833
H 2.609 4.034 1.555
H 4.042 6.665 0.928
H 5.824 6.873 1.168
H 4.683 6.743 2.611
C 2.778 3.715 -1.881
S 3.038 3.316 -3.705
O 3.265 4.676 -4.299
C 4.817 2.692 -3.783
H 3.676 4.233 -1.545
H 2.592 2.859 -1.232
H 1.933 4.397 -1.786
H 5.454 3.543 -3.541
H 5.059 2.354 -4.790
H 4.983 2.015 -2.945
C -0.580 -2.334 -3.302
S -0.388 -4.154 -3.865
O -1.623 -4.407 -4.647
C 0.894 -3.932 -5.064
H -0.998 -2.308 -2.296
H -1.067 -1.616 -3.961
H 0.334 -1.763 -3.139
H 0.679 -3.073 -5.700
H 1.181 -4.767 -5.703
H 1.801 -3.639 -4.534
C -0.822 0.118 0.649
S 0.220 1.359 -0.328
O 1.233 1.920 0.649
C 1.422 0.159 -1.040
H -1.519 -0.428 0.014
H -1.326 0.635 1.465
H -0.233 -0.655 1.143
H 1.833 0.456 -2.005
H 0.797 -0.713 -1.235
H 2.303 -0.040 -0.430
C -4.764 -2.246 -1.565
S -4.329 -0.957 -2.763
O -2.852 -0.683 -2.602
C -4.311 -1.839 -4.443
H -5.733 -2.740 -1.502
H -4.783 -1.674 -0.637
H -3.904 -2.910 -1.484
H -3.449 -1.525 -5.032
H -5.188 -1.430 -4.946
H -4.400 -2.921 -4.353
C -4.351 -0.499 3.377
S -5.376 0.956 3.795
O -4.594 1.705 4.878
C -5.269 1.805 2.103
H -4.249 -1.068 4.301
H -3.395 -0.322 2.885
H -4.843 -1.224 2.728
H -4.226 2.113 2.027
H -5.974 2.627 1.975
H -5.460 1.072 1.319
C 3.295 -1.805 -6.838
S 3.626 -0.186 -5.836
O 2.802 -0.209 -4.580
C 5.309 -0.673 -5.205
H 3.822 -2.648 -6.392
H 3.688 -1.550 -7.822
H 2.257 -2.131 -6.897
H 5.862 0.156 -4.764
H 5.943 -0.975 -6.039
H 5.024 -1.496 -4.550
```

Atomic partial charges in e from the Mulliken method, atoms 1 to 99: -0.84, 0.34, -0.50, -0.42, 0.20, 0.38, 0.36, 0.49, 0.21, -0.15, -0.91, 0.55, -0.69, -0.76, 0.26, 0.44, 0.19, -0.01, 0.43, 0.46, -0.62, 0.47, -0.64, -0.06, 0.28, 0.14, 0.34, 0.04, 0.07, 0.02, -1.00, 0.44, -0.65, -0.87, 0.49, 0.29, 0.31, 0.31, 0.31, 0.32, -0.70, 0.58, -0.69, -1.07, 0.18, 0.11, 0.44, 0.50, 0.27, 0.33, -0.63, 0.41, -0.62, -0.92, 0.23, 0.29, 0.22, 0.20, 0.44, 0.36, -0.46, 0.37, -0.52, -0.62, 0.40, -0.13, 0.30, 0.30, 0.07, 0.34, -0.34, 0.36, -0.50, -0.90, 0.46, -0.08, 0.05, 0.27, 0.38, 0.30, -0.45, 0.36, -0.58, -0.67, 0.36, -0.20, 0.43, 0.10, 0.37, 0.25, -0.96, 0.41, -0.46, -0.89, 0.29, 0.42, 0.27, 0.32, 0.38